CH2N2O2S as an isolated structure. Source: OMol25; level of theory: wB97M-V/def2-TZVPD.

Last column: natural (NBO) charge in e.
Atoms and positions in Å:
H  -0.00806  -0.42188  1.77276  0.242
S  1.90681  -0.17772  0.12203  1.673
N  -2.20383  0.14771  -0.46366  -0.430
H  -1.91702  0.74270  -1.28009  0.356
N  -1.23584  -0.14627  0.15531  0.051
O  1.88153  1.23973  0.04615  -0.868
C  -0.36963  -0.58234  0.80314  -0.167
O  1.94604  -0.80192  -1.15564  -0.858

Its spin multiplicity is 1. Its molar mass is 106.11 g/mol. For the maximum force, the calculation gives 3.91 eV/A.

***

A 2-piece molecular cluster, CH2N2O2S overall. Source: OMol25; level of theory: wB97M-V/def2-TZVPD.

Last column: natural (NBO) charge in e.
Atoms and positions in Å:
N  -0.74200  -0.00192  0.78330  0.577
H  0.29741  -1.46156  0.17145  0.506
O  -0.13859  -1.18180  1.08509  -0.529
S  1.95027  -0.67149  -2.64937  0.226
N  -0.24112  0.56112  -0.22968  -0.530
H  -0.55394  1.49121  -0.44411  0.364
C  1.50385  -1.08163  -1.24491  -0.215
O  -1.57801  0.38226  1.57624  -0.398

Its spin multiplicity is 1. Its molar mass is 106.11 g/mol. For the maximum force, the calculation gives 2.14 eV/A.

***

For each record above, in turn, the calculated energy relative to the best compared isomer or geometry (same formula, charge and spin) values are 541.3 736.8 kJ/mol.
For each record above, in turn, the calculated calculated total energy values are -697.34477 -697.27031 Eh.
For each record above, in turn, the calculated gap between HOMO and LUMO values are 8.45 9.80 eV.